The following is a quantum chemistry calculation of a structure of composition C53H64ClFGaN5O3PS, from the OMol25 dataset.

## Properties
Net charge: +1
E_LUMO (alpha / beta) (eV): -2.8 / -2.8
Electronic energy (hartree): -5781.65719

Structure (XYZ):
```
130
Properties=species:S:1:pos:R:3:forces:R:3
Ga 1.059 1.395 -0.606 0.101 -0.013 0.215
C -0.055 0.635 7.434 0.000 0.007 -0.004
C -0.169 -0.591 6.540 0.002 -0.007 -0.009
N 0.098 -0.293 5.138 0.044 0.033 -0.017
C -0.948 -0.018 4.323 0.014 -0.056 0.059
C -0.834 0.327 3.011 -0.093 0.005 0.034
C -2.152 0.570 2.373 -0.002 -0.199 -0.085
O -3.194 0.268 2.905 -0.027 0.032 -0.028
O -2.074 1.132 1.154 0.130 0.333 0.126
C 0.484 0.397 2.426 0.195 -0.049 0.008
O 0.712 0.673 1.176 -0.199 0.016 -0.054
C 1.584 0.114 3.276 -0.017 0.034 0.048
C 2.910 0.158 2.779 0.022 -0.028 0.001
C 3.969 -0.080 3.625 -0.001 -0.069 -0.131
F 5.221 -0.071 3.095 0.009 0.006 0.023
C 3.822 -0.330 4.974 -0.086 0.095 0.063
C 2.499 -0.395 5.482 0.034 0.038 0.001
C 1.411 -0.203 4.660 -0.106 0.025 -0.027
N 4.907 -0.530 5.883 -0.033 -0.125 0.092
C 5.179 -1.919 6.204 0.069 -0.025 -0.086
C 5.977 -2.001 7.490 0.014 0.046 0.018
N 7.247 -1.209 7.307 -0.017 -0.011 -0.063
C 6.946 0.222 6.936 -0.006 -0.012 0.023
C 6.130 0.209 5.658 0.008 0.039 0.015
H -0.234 0.365 8.475 0.001 -0.002 -0.001
H -0.794 1.383 7.144 -0.001 0.001 0.002
H 0.932 1.091 7.357 -0.002 0.000 0.002
H -1.174 -1.008 6.593 0.000 0.013 0.010
H 0.513 -1.381 6.857 -0.015 -0.013 0.006
H -1.930 -0.095 4.767 0.014 0.007 -0.003
H 3.091 0.343 1.732 0.018 0.011 -0.032
H 2.375 -0.558 6.542 0.034 0.003 -0.001
H 5.732 -2.428 5.394 -0.013 -0.020 0.005
H 4.242 -2.456 6.340 -0.017 0.026 0.007
H 6.252 -3.020 7.757 0.005 -0.009 -0.032
H 5.439 -1.530 8.311 0.003 -0.028 0.016
H 7.780 -1.630 6.541 0.029 -0.009 0.028
H 7.831 -1.258 8.141 -0.031 0.024 0.024
H 7.897 0.740 6.822 0.001 -0.005 -0.022
H 6.382 0.646 7.765 0.016 0.016 0.004
H 6.744 -0.214 4.846 0.005 0.019 -0.002
H 5.897 1.235 5.379 -0.023 -0.001 -0.001
Cl 2.768 1.576 -3.778 -0.009 -0.085 -0.037
C 2.017 1.340 -5.333 0.015 0.052 0.033
C 2.827 1.492 -6.449 -0.008 0.010 -0.069
C 2.273 1.385 -7.713 0.033 -0.001 0.023
C 0.913 1.148 -7.853 -0.035 0.002 0.011
C 0.124 0.993 -6.726 -0.036 0.027 -0.038
C 0.656 1.059 -5.437 0.001 -0.013 0.006
P -0.364 0.848 -3.916 0.036 -0.078 -0.006
C -1.536 -0.498 -4.345 0.070 -0.034 0.007
C -2.594 -0.674 -3.450 -0.075 -0.008 0.010
C -3.485 -1.726 -3.595 -0.009 0.040 -0.015
C -3.321 -2.643 -4.626 0.002 0.002 -0.019
C -2.259 -2.497 -5.504 -0.008 -0.002 0.007
C -1.374 -1.433 -5.366 0.108 -0.014 0.076
C -1.435 2.329 -4.044 0.017 -0.013 -0.070
C -1.141 3.406 -3.213 0.027 0.023 0.013
C -1.856 4.593 -3.315 -0.011 -0.006 0.001
C -2.867 4.713 -4.254 -0.018 -0.013 0.008
C -3.170 3.642 -5.086 -0.031 -0.012 0.037
C -2.464 2.455 -4.977 -0.075 -0.017 0.039
H 3.878 1.707 -6.318 0.001 -0.002 0.008
H 2.901 1.503 -8.586 0.002 0.004 0.000
H 0.467 1.091 -8.836 -0.003 -0.005 0.002
H -0.938 0.823 -6.851 0.000 -0.016 0.009
H -2.721 0.023 -2.628 -0.030 0.029 0.012
H -4.309 -1.833 -2.902 -0.010 0.017 -0.012
H -4.016 -3.464 -4.742 0.000 -0.005 0.006
H -2.115 -3.211 -6.304 0.001 0.006 -0.007
H -0.545 -1.350 -6.056 0.007 0.014 -0.014
H -0.342 3.320 -2.486 -0.006 -0.013 -0.007
H -1.620 5.422 -2.659 -0.001 0.004 -0.002
H -3.426 5.636 -4.336 -0.001 0.001 0.005
H -3.963 3.731 -5.817 -0.017 -0.003 0.003
H -2.728 1.616 -5.610 0.012 0.008 -0.006
C -4.139 3.217 2.048 0.044 -0.051 0.010
C -4.434 2.217 0.919 -0.013 0.138 -0.044
C -5.512 1.220 1.406 0.002 0.011 0.005
C -3.143 1.608 0.417 -0.082 -0.264 -0.087
C -5.055 2.915 -0.302 -0.035 0.056 0.050
C -5.388 2.153 -1.421 0.022 -0.024 -0.029
C -6.069 2.701 -2.494 0.043 0.028 -0.037
C -6.433 4.041 -2.474 0.043 -0.001 -0.026
C -6.086 4.818 -1.383 0.033 0.008 -0.004
C -5.400 4.261 -0.308 0.019 -0.005 -0.020
H -3.748 2.692 2.918 0.023 -0.008 0.014
H -5.056 3.721 2.354 -0.005 -0.020 0.018
H -3.415 3.972 1.735 0.008 -0.002 0.017
H -5.209 0.709 2.312 0.005 0.005 -0.002
H -5.731 0.480 0.637 0.015 -0.035 0.017
H -6.430 1.778 1.599 -0.003 0.008 -0.026
H -2.757 1.926 -0.542 -0.034 -0.031 -0.054
H -5.129 1.102 -1.442 0.029 -0.076 -0.014
H -6.321 2.079 -3.344 0.002 0.006 -0.003
H -6.978 4.474 -3.303 0.001 0.001 -0.006
H -6.352 5.867 -1.357 -0.004 0.002 0.002
H -5.152 4.896 0.531 -0.008 0.004 0.013
C 5.064 -2.363 -3.640 0.003 -0.007 0.004
C 4.150 -3.480 -3.148 -0.005 0.018 -0.009
C 2.764 -3.428 -3.787 0.017 -0.013 0.007
C 1.904 -2.267 -3.304 -0.042 0.050 0.011
N 1.406 -2.455 -1.945 0.098 -0.048 -0.009
C 1.868 -1.850 -0.846 -0.041 0.012 -0.028
S 3.095 -0.668 -0.883 -0.072 0.085 -0.035
N 1.321 -2.191 0.328 0.193 -0.071 0.071
C 0.217 -3.108 0.539 -0.065 0.053 0.004
C -1.148 -2.481 0.276 -0.034 0.010 -0.006
C -2.289 -3.459 0.520 0.002 -0.005 0.023
C -3.645 -2.850 0.192 -0.024 0.012 -0.030
H 6.069 -2.468 -3.231 -0.005 0.005 0.009
H 4.691 -1.382 -3.341 -0.004 -0.002 -0.010
H 5.145 -2.381 -4.730 0.008 -0.006 0.007
H 4.054 -3.422 -2.059 0.008 -0.013 0.002
H 4.605 -4.449 -3.368 -0.002 0.000 -0.005
H 2.225 -4.364 -3.608 0.006 0.005 0.000
H 2.869 -3.336 -4.873 0.000 -0.009 0.010
H 1.032 -2.161 -3.945 -0.109 0.049 -0.100
H 2.454 -1.327 -3.323 -0.029 0.014 -0.004
H 0.680 -3.145 -1.832 -0.013 0.022 -0.012
H 1.659 -1.650 1.109 -0.051 0.020 0.000
H 0.275 -3.442 1.576 -0.006 -0.011 -0.007
H 0.359 -4.005 -0.073 0.015 -0.013 0.022
H -1.197 -2.094 -0.748 0.020 -0.030 -0.009
H -1.257 -1.616 0.934 -0.002 0.063 -0.006
H -2.272 -3.775 1.568 0.010 -0.015 -0.008
H -2.131 -4.364 -0.076 -0.015 0.008 -0.012
H -3.821 -1.950 0.784 -0.007 0.028 0.029
H -4.457 -3.549 0.392 -0.001 0.001 0.007
H -3.695 -2.571 -0.863 0.019 -0.007 0.044
```
Forces are in eV/Å.